#w
Here is a 2-piece molecular cluster, C2H10NO overall from OMol25. Energies are from the ωB97M-V functional and the def2-TZVPD basis.

Last column: natural (NBO) charge in e.
CARTESIAN COORDINATES (ANGSTROEM)
1 C -2.518 0.780 0.371  -0.52
2 N -1.091 1.114 0.128  -1.08
3 H -2.598 0.070 1.191  0.22
4 H -3.044 1.698 0.633  0.22
5 H -2.957 0.377 -0.537  0.22
6 H -0.621 0.394 -0.436  0.39
7 H -0.559 1.110 1.033  0.32
8 H -0.930 2.051 -0.327  0.28
9 C 1.242 -0.813 -0.311  -0.30
10 O 2.606 -1.171 -0.202  -0.71
11 H 0.685 -0.968 0.618  0.16
12 H 1.286 0.239 -0.606  0.18
13 H 0.684 -1.293 -1.129  0.16
14 H 2.668 -2.127 -0.168  0.46

Results
LUMO (spin up / spin down)	0.83 / 0.51	eV
gap between HOMO and LUMO (spin up / spin down)	4.5 / 11.3	eV
multiplicity	2

***

#x
Here is a 2-piece molecular cluster, C2H10NO overall from OMol25. Energies are from the ωB97M-V functional and the def2-TZVPD basis.

Last column: natural (NBO) charge in e.
CARTESIAN COORDINATES (ANGSTROEM)
1 C -0.970 -1.031 1.684  -0.54
2 N 0.237 -0.067 1.676  -1.11
3 H 0.497 0.231 0.599  0.39
4 H -0.127 0.761 2.080  0.35
5 H 1.099 -0.379 2.179  0.29
6 H -1.839 -0.547 1.242  0.22
7 H -1.140 -1.208 2.756  0.22
8 H -0.695 -2.064 1.174  0.21
9 C 0.631 0.995 -2.476  -0.28
10 O 0.236 0.206 -1.304  -0.77
11 H -0.015 -0.660 -1.727  0.47
12 H 1.204 1.855 -2.069  0.18
13 H 1.282 0.568 -3.107  0.18
14 H -0.401 1.340 -2.707  0.19

Results
LUMO (spin up / spin down)	0.84 / 0.54	eV
gap between HOMO and LUMO (spin up / spin down)	4.1 / 11.5	eV
multiplicity	2

***

Which structure is the most stable? The one labeled #w.

***

#w
Here is one molecule with the formula C3H7FO from OMol25. Energies are from the ωB97M-V functional and the def2-TZVPD basis.

Last column: natural (NBO) charge in e.
CARTESIAN COORDINATES (ANGSTROEM)
1 C -0.281 -1.420 0.026  -0.65
2 C -0.048 -0.155 0.608  0.15
3 C 0.114 0.942 -0.377  -0.06
4 H -1.402 -1.486 -0.102  0.23
5 H 0.102 -2.272 0.550  0.24
6 H 0.151 -1.558 -1.000  0.20
7 H -0.850 0.281 1.184  0.16
8 H 1.078 0.845 -0.876  0.16
9 H -0.023 1.940 0.033  0.19
10 H -0.771 0.345 -2.135  0.48
11 O -0.875 0.918 -1.382  -0.74
12 F 1.112 -0.183 1.318  -0.36

Results
LUMO	0.90	eV
gap between HOMO and LUMO	11.3	eV
structure (SMILES)	C[C@@H](F)CO

***

#x
Here is a 2-piece molecular cluster, C3H7FO overall from OMol25. Energies are from the ωB97M-V functional and the def2-TZVPD basis.

Last column: natural (NBO) charge in e.
CARTESIAN COORDINATES (ANGSTROEM)
1 C -0.157 -0.616 -1.389  -0.71
2 C 0.755 0.653 0.865  -0.14
3 C -0.055 -0.472 0.092  0.51
4 O 0.027 1.423 1.770  -0.71
5 F 0.003 -1.621 0.716  -0.34
6 H -0.416 0.218 -1.933  0.24
7 H -0.852 -1.429 -1.749  0.25
8 H 0.921 -1.058 -1.633  0.22
9 H 1.732 0.187 1.269  0.21
10 H 0.985 1.385 -0.024  0.16
11 H -2.027 -0.165 0.672  -0.18
12 H -0.915 1.494 1.343  0.49

Results
LUMO (spin up / spin down)	-0.17 / -0.16	eV
gap between HOMO and LUMO (spin up / spin down)	8.7 / 8.7	eV

***

Which structure is the most stable? The one labeled #w.